This record from the OMol25 dataset describes a single C18H21N5O3 molecule at a distorted geometry. The level of theory is ωB97M-V/def2-TZVPD.

The geometry in XYZ format:
```
47
C18H21N5O3 (ωB97M-V/def2-TZVPD)
O -1.691 -1.741 4.186
O -1.134 3.982 -1.428
O 1.922 1.953 -4.835
N 1.620 0.173 -0.985
N 0.725 1.902 -2.914
N 2.608 -1.433 -2.093
N 2.377 -0.147 -2.019
N 2.007 -1.991 -1.107
C 0.442 -2.504 1.285
C -1.977 -3.003 4.757
C -3.481 -5.056 4.676
C 1.390 -1.009 -0.414
C -0.461 3.991 -2.601
C -0.302 6.024 -1.713
C -3.078 -3.747 3.999
C -0.782 -0.367 2.544
C -1.033 5.214 -0.902
C -0.027 -0.149 1.416
C -0.379 2.720 -3.379
C 2.881 0.804 -2.955
C 1.783 1.612 -3.683
C 0.075 5.226 -2.821
C -0.317 -2.726 2.417
C 0.595 -1.219 0.772
C -2.399 -6.128 4.602
C -0.939 -1.658 3.062
H -0.061 7.054 -1.549
H -1.065 -3.605 4.831
H 3.523 1.525 -2.438
H 3.471 0.262 -3.697
H -1.268 0.448 3.056
H -1.514 -5.834 5.161
H -3.946 -3.086 3.940
H 0.927 -3.326 0.782
H -2.750 -3.949 2.977
H 0.716 1.587 -1.948
H -2.113 -6.310 3.569
H -1.519 5.387 0.037
H -0.194 2.934 -4.434
H -3.731 -4.860 5.721
H 0.659 5.526 -3.666
H -2.767 -7.061 5.023
H -2.320 -2.773 5.770
H -1.314 2.160 -3.268
H 0.092 0.849 1.023
H -4.382 -5.432 4.186
H -0.411 -3.734 2.789
```

Output
- F_max (Eh/bohr) = 0.022
- ΔE to the lowest compared entry with this formula, charge and spin (kcal/mol) = 88.7
- net charge = 0
- SMILES string = CCCCOc1ccc(-c2nnn(CC(=O)NCc3ccco3)n2)cc1
- HOMO (eV) = -8.42
- HOMO-LUMO gap (eV) = 9.06

***

This record from the OMol25 dataset describes a single C18H21NO4S2 molecule. The level of theory is ωB97M-V/def2-TZVPD.

The geometry in XYZ format:
```
46
C18H21NO4S2 (ωB97M-V/def2-TZVPD)
S 0.345 -2.690 1.310
S -4.522 0.341 0.503
O 1.751 0.333 -1.182
O -5.831 0.880 0.267
O 0.253 2.658 0.186
O -4.440 -0.861 1.294
N -1.111 0.929 0.692
C -3.437 1.641 1.207
C 3.493 -0.728 1.887
C 1.274 0.704 1.070
C 2.663 -0.154 2.833
C -1.265 -0.413 1.231
C -2.252 1.719 0.264
C 2.131 0.147 0.108
C -0.507 -1.446 0.456
C 0.420 -2.711 -1.245
C -0.375 -1.597 -0.890
C 0.876 -3.393 -0.166
C 3.797 0.910 -2.390
C -3.630 0.114 -1.075
C 0.114 1.525 0.604
C 3.238 -0.577 0.535
C 1.556 0.566 2.418
C 2.618 -0.044 -2.233
C -2.754 1.345 -1.148
H -3.174 1.370 2.224
H -1.896 1.207 -1.806
H -4.365 0.059 -1.870
H 4.384 0.629 -3.261
H -0.912 -0.440 2.269
H -4.020 2.556 1.198
H 0.907 1.032 3.145
H -3.341 2.183 -1.528
H 1.987 -0.003 -3.126
H 1.486 -4.274 -0.140
H 2.876 -0.264 3.885
H -0.798 -0.926 -1.614
H 0.636 -2.987 -2.262
H -3.073 -0.815 -1.006
H 4.355 -1.297 2.200
H -2.326 -0.672 1.247
H 3.429 1.924 -2.521
H -1.858 2.744 0.218
H 2.959 -1.079 -2.101
H 3.908 -1.034 -0.176
H 4.435 0.888 -1.510
```

Output
- F_max (Eh/bohr) = 0.014
- ΔE to the lowest compared entry with this formula, charge and spin (kcal/mol) = 1.9
- net charge = 0
- SMILES string = CCOc1ccccc1C(=O)N(Cc1cccs1)[C@H]1CCS(=O)(=O)C1
- HOMO (eV) = -8.64
- HOMO-LUMO gap (eV) = 9.22

***

This record from the OMol25 dataset describes a single C18H22BNO3 molecule at a distorted geometry. The level of theory is ωB97M-V/def2-TZVPD.

The geometry in XYZ format:
```
45
C18H22BNO3 (ωB97M-V/def2-TZVPD)
O -0.438 2.253 4.457
O 0.112 0.277 5.839
O 1.991 -2.297 -0.666
N -0.172 -2.477 0.007
C -0.171 4.155 -0.983
C 0.365 1.871 -1.346
C 1.007 -1.195 1.698
C -1.467 -0.523 2.838
C -0.289 0.008 3.333
C -0.194 -1.719 1.174
C 0.622 0.688 -2.233
C -1.430 -1.429 1.805
C -0.218 3.939 0.374
C 0.854 -2.637 -0.876
C -0.587 -0.246 -2.354
C 0.242 1.638 0.002
C 0.594 -2.256 -3.434
C -0.554 -1.267 -3.494
C 0.926 -0.344 2.781
C 0.131 3.143 -1.842
C -0.040 2.664 0.880
C 0.495 -3.218 -2.242
B -0.167 0.895 4.631
H -0.439 4.730 1.039
H -0.437 2.577 5.371
H -1.481 -1.855 -3.480
H 0.925 1.033 -3.227
H 1.257 -4.019 -2.391
H 1.479 0.135 -1.817
H 0.155 3.285 -2.916
H -0.740 -0.719 -1.381
H 0.668 -2.857 -4.343
H -0.052 2.494 1.942
H -1.451 0.401 -2.556
H -1.098 -2.785 -0.289
H -0.513 -0.733 -4.469
H 0.362 0.647 0.379
H -2.321 -1.791 1.353
H 1.553 -1.721 -3.374
H -2.395 -0.171 3.201
H 0.015 -0.689 5.715
H -0.484 -3.705 -2.221
H 1.947 -1.422 1.256
H -0.373 5.130 -1.347
H 1.807 0.111 3.204
```

Output
- F_max (Eh/bohr) = 0.043
- ΔE to the lowest compared entry with this formula, charge and spin (kcal/mol) = 1.7
- net charge = 0
- SMILES string = O=C(CCCCCc1ccccc1)Nc1ccc(B(O)O)cc1
- HOMO (eV) = -8.54
- HOMO-LUMO gap (eV) = 8.98

***

This record from the OMol25 dataset describes a molecular structure, C18H22Cl45INO. The level of theory is ωB97M-V/def2-TZVPD.

The geometry in XYZ format:
```
88
C18H22Cl45INO (ωB97M-V/def2-TZVPD)
I -3.032 6.522 0.629
Cl 4.736 -6.968 -3.579
Cl 6.840 -2.332 -3.418
Cl -4.351 -2.484 -6.424
Cl 4.153 -8.860 4.022
Cl 3.822 -6.589 2.239
Cl -2.362 -6.732 -5.665
Cl 2.204 4.230 1.396
Cl -3.235 -0.446 -3.781
Cl -1.607 4.914 8.189
Cl 1.559 -8.312 2.833
Cl 0.179 3.935 -0.654
Cl -4.249 -8.429 -4.245
Cl 1.264 5.349 8.134
Cl 7.719 2.800 -3.698
Cl 3.128 -2.319 -2.942
Cl 1.264 0.126 -1.478
Cl 0.140 2.917 7.016
Cl 7.226 -4.920 -4.697
Cl 3.867 -3.812 -5.322
Cl -5.805 5.199 3.235
Cl -8.514 6.927 -2.018
Cl 5.983 0.597 -4.434
Cl 3.438 3.823 11.975
Cl -0.920 -1.808 -2.680
Cl 4.998 -8.166 -0.957
Cl -6.221 7.167 -0.230
Cl 1.653 -4.717 -3.665
Cl -6.745 -4.094 -6.653
Cl -5.908 7.681 -3.065
Cl 3.320 0.408 0.556
Cl 8.047 -4.536 -1.947
Cl -7.573 3.201 2.084
Cl -6.141 -2.718 -4.164
Cl 8.412 1.095 -5.947
Cl 0.558 3.442 11.969
Cl -2.977 -6.649 -0.510
Cl -4.376 -5.540 -3.952
Cl 3.846 1.233 -2.171
Cl -1.103 -4.521 -1.157
Cl 2.289 1.437 10.779
Cl 2.768 5.062 -1.320
Cl -0.174 -7.267 -0.991
Cl -1.141 -1.441 -5.547
Cl 4.861 -9.858 -3.318
Cl -8.692 5.531 3.413
O -0.931 6.038 4.686
N -1.167 6.434 1.539
C -2.331 4.129 4.370
C 2.620 1.098 -0.909
C 1.506 4.917 -0.076
C -1.150 5.253 2.382
C 5.408 -8.312 -2.668
C -3.322 -6.928 -4.198
C 7.095 1.827 -5.026
C 3.306 -8.232 2.608
C -0.123 4.643 7.280
C -7.341 4.916 2.445
C -6.031 -2.655 -5.922
C -1.844 5.423 3.739
C -2.033 -1.695 -4.041
C 2.538 -3.316 -4.262
C 6.877 -4.073 -3.188
C -1.310 -6.073 -0.361
C -6.995 7.779 -1.683
C 2.060 3.156 11.095
H 1.109 5.903 0.151
H 5.897 -4.387 -2.849
H 3.559 -8.860 1.764
H -2.679 6.123 3.604
H -1.109 -5.946 0.695
H -2.554 -2.642 -4.119
H -1.448 3.578 4.705
H -2.881 3.518 3.651
H 6.486 -8.274 -2.756
H -7.237 8.821 -1.523
H 6.546 2.480 -5.691
H -1.550 4.342 1.901
H -2.937 4.340 5.258
H -6.591 -1.795 -6.264
H 1.992 3.666 10.144
H -2.637 -6.984 -3.362
H -0.404 6.648 4.158
H -0.225 5.129 6.311
H -7.344 5.451 1.505
H 2.253 2.090 -0.677
H -0.079 5.107 2.598
H 1.857 -2.715 -4.852
```

Output
- F_max (Eh/bohr) = 0.011
- net charge = -1
- HOMO (eV) = -3.43
- HOMO-LUMO gap (eV) = 4.75

***

This record from the OMol25 dataset describes a single C18H22ClN3O2 molecule. The level of theory is ωB97M-V/def2-TZVPD.

The geometry in XYZ format:
```
46
C18H22ClN3O2 (ωB97M-V/def2-TZVPD)
Cl 0.258 -2.949 -4.655
O -0.251 4.437 0.785
O 1.591 0.150 4.720
N 0.646 -0.120 1.366
N -0.302 2.279 0.120
N 0.782 0.322 2.601
C 1.515 -0.321 3.602
C 0.560 -3.404 -2.014
C 1.972 -2.012 1.901
C -4.418 0.773 -1.294
C -0.008 3.264 0.984
C 0.745 -1.113 -2.739
C 1.196 -1.239 0.987
C -3.383 1.786 -0.807
C -2.029 1.488 -1.461
C 0.083 1.555 2.927
C 0.983 -1.661 -0.403
C 0.966 -0.723 -1.433
C 0.692 2.797 2.263
C -3.303 1.764 0.717
C 2.132 -1.557 3.162
C 0.783 -3.005 -0.710
C 0.539 -2.455 -3.025
C -0.935 2.511 -1.157
H 0.778 -3.744 0.077
H 0.734 -0.385 -3.534
H -5.395 0.993 -0.871
H -3.702 2.786 -1.121
H 2.718 -2.084 3.899
H 0.398 -4.444 -2.247
H -2.674 2.570 1.082
H 1.743 2.611 2.026
H 0.156 1.645 4.013
H -4.133 -0.234 -0.993
H -2.903 0.811 1.060
H -4.295 1.892 1.145
H 0.659 3.635 2.958
H -1.339 3.527 -1.138
H -0.966 1.445 2.643
H -0.069 1.320 0.364
H 2.438 -2.926 1.566
H -1.685 0.497 -1.150
H -0.173 2.467 -1.947
H -2.172 1.459 -2.543
H -4.501 0.796 -2.378
H 1.148 0.316 -1.209
```

Output
- F_max (Eh/bohr) = 0.018
- ΔE to the lowest compared entry with this formula, charge and spin (kcal/mol) = 4.0
- net charge = 0
- SMILES string = CC(C)CCNC(=O)CCn1nc(-c2ccc(Cl)cc2)ccc1=O
- HOMO (eV) = -8.92
- HOMO-LUMO gap (eV) = 8.49

***

This record from the OMol25 dataset describes a single C18H22ClN3O3 molecule. The level of theory is ωB97M-V/def2-TZVPD.

The geometry in XYZ format:
```
47
C18H22ClN3O3 (ωB97M-V/def2-TZVPD)
Cl -1.821 3.345 0.378
O -0.197 -1.116 2.224
O -2.343 -3.561 0.169
O -0.360 -2.548 -0.165
N -0.569 0.419 0.585
N 1.963 0.987 0.336
N -3.685 -1.213 -0.096
C 4.740 0.516 -0.483
C 4.393 1.467 0.657
C 3.681 -0.580 -0.580
C -1.859 0.051 0.256
C -4.432 2.816 -0.045
C -5.388 0.601 -0.290
C -5.527 1.970 -0.253
C -3.171 2.296 0.134
C -4.113 0.073 -0.106
C 2.258 -0.008 -0.699
C -1.546 -2.478 0.040
C -2.321 -1.244 0.104
C 1.989 0.578 -2.085
C 1.594 0.380 1.598
C 0.194 -0.219 1.514
C -1.676 -4.813 0.129
C 2.981 2.017 0.439
C -2.986 0.911 0.111
H 4.787 1.075 -1.420
H -0.897 -4.847 0.893
H -0.147 1.235 0.154
H -4.250 -2.039 -0.197
H 5.106 2.292 0.701
H 1.567 1.153 2.373
H -1.216 -4.966 -0.850
H 5.722 0.067 -0.317
H -6.236 -0.045 -0.455
H 2.703 2.691 1.253
H 2.034 -0.213 -2.829
H -4.580 3.884 -0.025
H 3.878 -1.222 -1.440
H 2.273 -0.412 1.944
H 3.736 -1.204 0.315
H -6.501 2.412 -0.390
H 0.997 1.023 -2.115
H 1.549 -0.831 -0.552
H 2.961 2.595 -0.490
H 4.435 0.933 1.609
H -2.434 -5.569 0.318
H 2.716 1.340 -2.352
```

Output
- F_max (Eh/bohr) = 0.018
- ΔE to the lowest compared entry with this formula, charge and spin (kcal/mol) = 0.0
- net charge = 0
- SMILES string = COC(=O)c1[nH]c2cccc(Cl)c2c1NC(=O)CN1CCCC[C@@H]1C
- HOMO (eV) = -7.87
- HOMO-LUMO gap (eV) = 8.28

***

This record from the OMol25 dataset describes a molecular structure, C18H22F23N2O4S2Si2 at a distorted geometry. The level of theory is ωB97M-V/def2-TZVPD.

The geometry in XYZ format:
```
73
C18H22F23N2O4S2Si2 (ωB97M-V/def2-TZVPD)
S 2.269 1.661 1.346
S 2.635 0.981 4.109
Si 3.193 -2.683 -5.405
Si 2.309 -1.399 -2.855
F -5.476 3.291 2.230
F 3.622 4.969 1.194
F -7.716 2.329 3.853
F -8.382 1.430 1.960
F -6.305 0.072 3.175
F -0.533 -1.907 1.156
F -1.456 -1.707 3.623
F -3.554 1.431 1.553
F -4.641 -0.437 1.307
F 2.518 4.132 2.858
F -6.141 1.812 0.773
F -2.083 -0.619 0.343
F 3.510 -0.112 3.461
F 4.696 4.331 2.972
F -2.495 0.728 3.834
F -3.929 -0.880 4.108
F 4.820 1.929 2.144
F -7.726 4.734 2.858
F -9.496 3.711 2.112
F -7.795 4.008 0.782
F 4.224 2.783 0.254
F -5.064 1.618 4.086
F -2.957 -2.334 2.189
O 3.421 2.136 4.334
O 1.372 2.585 0.732
O 1.961 0.379 5.199
O 2.564 0.475 0.616
N 1.562 1.285 2.867
N 2.455 -1.459 -4.525
C 1.393 0.192 -2.381
C -5.416 1.050 2.930
C -1.321 -0.843 1.425
C -3.185 -0.224 3.185
C 0.598 0.138 2.741
C -7.603 2.375 2.516
C -2.219 -1.283 2.596
C 3.086 -2.270 -7.252
C 2.374 -4.384 -5.209
C -6.137 2.127 2.065
C -4.184 0.434 2.207
C 3.858 2.623 1.532
C 3.665 4.054 2.175
C 3.970 -1.356 -1.937
C 5.040 -2.907 -5.028
C -8.150 3.754 2.050
C 1.291 -2.821 -2.115
C -0.450 0.377 1.661
H 1.272 0.263 -1.299
H 3.593 -1.325 -7.459
H 0.355 -2.942 -2.663
H 0.400 0.209 -2.837
H -1.062 1.231 1.926
H 1.947 1.070 -2.721
H 2.043 -2.180 -7.561
H -0.033 0.608 0.689
H 3.831 -1.101 -0.880
H 5.199 -3.371 -4.053
H 5.548 -1.941 -5.041
H 3.559 -3.052 -7.860
H 4.474 -2.325 -1.973
H 4.627 -0.605 -2.381
H 5.520 -3.552 -5.776
H 1.043 -2.624 -1.063
H 2.574 -4.818 -4.227
H 2.752 -5.092 -5.959
H 0.102 0.084 3.695
H 1.837 -3.766 -2.145
H 1.135 -0.780 2.524
H 1.294 -4.301 -5.340
```

Output
- F_max (Eh/bohr) = 0.043
- ΔE to the lowest compared entry with this formula, charge and spin (kcal/mol) = 0.0
- net charge = -1
- HOMO (eV) = -3.48
- HOMO-LUMO gap (eV) = 5.38

***

This record from the OMol25 dataset describes a single C18H22FN3O3S molecule at a distorted geometry. The level of theory is ωB97M-V/def2-TZVPD.

The geometry in XYZ format:
```
48
C18H22FN3O3S (ωB97M-V/def2-TZVPD)
S -2.664 -2.626 -0.040
F -5.816 -2.331 -4.982
O 0.387 -2.335 2.021
O 0.638 -0.135 -1.918
O 1.722 1.870 0.781
N 2.163 1.957 -1.446
N -0.041 -1.298 -2.004
N 0.723 -0.130 2.407
C 1.994 4.366 -1.011
C -4.926 -2.605 -1.494
C -5.067 -2.393 -3.858
C -5.699 -2.535 -2.634
C 2.895 3.221 -1.466
C 2.353 -0.010 4.212
C 4.149 3.121 -0.601
C -2.921 -2.373 -2.812
C -3.537 -2.529 -1.578
C -0.024 0.769 4.531
C 0.511 -1.189 1.621
C 1.638 1.401 -0.345
C 0.913 0.134 -0.622
C 0.889 -0.241 3.843
C 0.414 -0.885 0.162
C -0.186 -1.768 -0.794
C -0.933 -3.010 -0.508
C -3.692 -2.310 -3.960
H 0.252 1.780 4.238
H 2.666 0.981 3.889
H 3.871 2.956 0.436
H 2.528 5.309 -1.087
H -6.775 -2.594 -2.586
H 1.102 4.419 -1.631
H 2.985 -0.750 3.728
H -1.850 -2.279 -2.892
H -1.060 0.595 4.251
H 0.958 0.768 1.988
H 0.594 -1.261 4.113
H 0.066 0.681 5.610
H -5.389 -2.720 -0.526
H 2.486 -0.087 5.287
H 1.998 1.493 -2.325
H 4.719 4.044 -0.670
H 3.187 3.382 -2.509
H 4.776 2.297 -0.933
H -3.230 -2.191 -4.928
H -0.518 -3.486 0.381
H 1.695 4.213 0.022
H -0.946 -3.688 -1.358
```

Output
- F_max (Eh/bohr) = 0.025
- ΔE to the lowest compared entry with this formula, charge and spin (kcal/mol) = 9.3
- net charge = 0
- SMILES string = CC(C)NC(=O)c1onc(CSc2ccc(F)cc2)c1C(=O)NC(C)C
- HOMO (eV) = -8.08
- HOMO-LUMO gap (eV) = 8.04

***

Please write out number 6 again, unchanged.
This record from the OMol25 dataset describes a single C18H22ClN3O3 molecule. The level of theory is ωB97M-V/def2-TZVPD.

The geometry in XYZ format:
```
47
C18H22ClN3O3 (ωB97M-V/def2-TZVPD)
Cl -1.821 3.345 0.378
O -0.197 -1.116 2.224
O -2.343 -3.561 0.169
O -0.360 -2.548 -0.165
N -0.569 0.419 0.585
N 1.963 0.987 0.336
N -3.685 -1.213 -0.096
C 4.740 0.516 -0.483
C 4.393 1.467 0.657
C 3.681 -0.580 -0.580
C -1.859 0.051 0.256
C -4.432 2.816 -0.045
C -5.388 0.601 -0.290
C -5.527 1.970 -0.253
C -3.171 2.296 0.134
C -4.113 0.073 -0.106
C 2.258 -0.008 -0.699
C -1.546 -2.478 0.040
C -2.321 -1.244 0.104
C 1.989 0.578 -2.085
C 1.594 0.380 1.598
C 0.194 -0.219 1.514
C -1.676 -4.813 0.129
C 2.981 2.017 0.439
C -2.986 0.911 0.111
H 4.787 1.075 -1.420
H -0.897 -4.847 0.893
H -0.147 1.235 0.154
H -4.250 -2.039 -0.197
H 5.106 2.292 0.701
H 1.567 1.153 2.373
H -1.216 -4.966 -0.850
H 5.722 0.067 -0.317
H -6.236 -0.045 -0.455
H 2.703 2.691 1.253
H 2.034 -0.213 -2.829
H -4.580 3.884 -0.025
H 3.878 -1.222 -1.440
H 2.273 -0.412 1.944
H 3.736 -1.204 0.315
H -6.501 2.412 -0.390
H 0.997 1.023 -2.115
H 1.549 -0.831 -0.552
H 2.961 2.595 -0.490
H 4.435 0.933 1.609
H -2.434 -5.569 0.318
H 2.716 1.340 -2.352
```

Output
- F_max (Eh/bohr) = 0.018
- ΔE to the lowest compared entry with this formula, charge and spin (kcal/mol) = 0.0
- net charge = 0
- SMILES string = COC(=O)c1[nH]c2cccc(Cl)c2c1NC(=O)CN1CCCC[C@@H]1C
- HOMO (eV) = -7.87
- HOMO-LUMO gap (eV) = 8.28

***

> Which of these has the lowest F_max?

C18H22Cl45INO